Density functional theory data (the ωB97M-V functional and the def2-TZVPD basis) for 13 unconnected molecules or ions with the total composition C13H52N14O16 in a non-equilibrium geometry.

Each line ends with the Löwdin charge.
Element x y z (Å)
C  -15.32568  -18.18622  17.33560  -0.31
C  -14.15063  -18.61997  16.43175  -0.25
O  -13.10370  -18.83499  17.31537  -0.04
O  -15.20741  -16.94651  17.89637  -0.03
H  -15.57672  -19.02024  17.99097  0.13
H  -16.11345  -18.11070  16.58606  0.09
H  -13.87763  -17.89439  15.66553  0.13
H  -14.53160  -19.51825  15.94593  0.09
H  -13.52128  -18.43558  18.08199  0.07
H  -15.39629  -16.24924  17.26411  0.10
C  -21.04966  -23.26609  11.43644  -0.21
C  -20.10803  -22.15242  11.79784  -0.25
O  -20.57195  -21.72074  13.08187  -0.10
O  -20.63862  -24.36818  12.31845  -0.07
H  -20.76828  -23.46904  10.40313  0.12
H  -22.03832  -22.81167  11.50080  0.13
H  -20.29076  -21.27705  11.17461  0.12
H  -19.05375  -22.42275  11.85735  0.12
H  -20.66444  -22.57461  13.51077  0.05
H  -21.41099  -24.92355  12.44727  0.08
C  -18.88332  -17.46250  13.46508  -0.23
C  -17.52156  -18.16136  13.45455  -0.15
O  -17.70120  -19.53326  12.90377  -0.13
O  -19.33214  -17.09691  12.16072  -0.06
H  -18.77828  -16.51413  13.99201  0.11
H  -19.71330  -17.99521  13.92925  0.11
H  -17.03579  -18.30500  14.41969  0.10
H  -16.80449  -17.63766  12.82236  0.12
H  -17.96182  -19.51368  11.98004  0.09
H  -19.41263  -17.88688  11.62120  0.07
C  -22.08188  -22.24353  16.70459  -0.85
O  -21.77898  -21.13496  16.98089  0.06
N  -22.83301  -22.61286  15.71659  0.17
N  -21.69032  -23.28630  17.27629  0.21
H  -23.15324  -21.94071  15.03413  0.13
H  -22.95429  -23.60062  15.54414  0.11
H  -21.90135  -24.13222  16.76639  0.12
H  -21.09284  -23.21787  18.08773  0.07
C  -17.80584  -21.06786  16.57152  -0.69
O  -16.66753  -21.46876  16.41221  0.01
N  -18.63312  -20.65065  15.63280  0.23
N  -18.35218  -21.20802  17.77156  0.16
H  -18.36655  -20.83956  14.67710  0.09
H  -19.60930  -20.49189  15.83769  0.09
H  -17.77096  -21.41684  18.57073  0.08
H  -19.29056  -20.90265  17.98673  0.10
C  -21.84408  -21.33715  21.45433  -0.81
O  -21.13924  -21.61758  22.37405  0.06
N  -22.91423  -20.66860  21.51926  0.18
N  -21.58712  -21.67361  20.19231  0.17
H  -23.30427  -20.29763  20.66465  0.12
H  -23.17657  -20.31633  22.42875  0.13
H  -20.86511  -22.32495  19.91927  0.04
H  -22.00174  -21.08488  19.48408  0.08
C  -14.23656  -19.78655  12.72757  -0.79
O  -14.30311  -18.92785  11.84861  0.01
N  -13.07923  -20.26085  13.09916  0.17
N  -15.13111  -20.27389  13.48406  0.19
H  -12.26571  -20.05324  12.53774  0.12
H  -13.04178  -20.91150  13.87076  0.08
H  -14.86005  -20.94754  14.18607  0.08
H  -16.06706  -19.93901  13.30528  0.06
C  -19.27331  -17.18651  16.99817  -0.83
O  -20.15951  -16.73702  16.29209  0.02
N  -19.42861  -18.25967  17.61280  0.19
N  -18.13706  -16.60157  17.26227  0.19
H  -18.74699  -18.57082  18.29007  0.08
H  -20.34129  -18.66147  17.45262  0.12
H  -17.90916  -15.82345  16.66003  0.13
H  -17.45754  -17.22152  17.67944  0.06
C  -19.02060  -24.57172  18.86608  -0.73
O  -19.85078  -23.90146  19.47847  -0.01
N  -18.80252  -25.85388  19.03363  0.18
N  -18.25724  -24.11671  17.92066  0.19
H  -18.17153  -26.18658  18.31860  0.11
H  -19.18182  -26.34448  19.83083  0.13
H  -18.38441  -23.12378  17.78639  0.07
H  -17.43321  -24.58940  17.57767  0.10
C  -14.19004  -23.77927  14.19206  -0.84
O  -13.39849  -23.06944  14.72592  0.07
N  -15.45466  -23.54218  14.23803  0.18
N  -13.92650  -24.87736  13.58137  0.17
H  -16.03741  -24.34281  14.03928  0.11
H  -15.82823  -22.70063  14.65315  0.08
H  -12.96333  -25.17994  13.55207  0.13
H  -14.64028  -25.25541  12.97499  0.11
O  -18.07153  -21.74032  20.49135  -0.03
H  -18.92418  -21.92684  20.88435  0.04
H  -17.54485  -22.51675  20.68103  0.07
O  -17.44181  -18.95121  19.95813  -0.04
H  -16.91070  -18.57870  20.66197  0.06
H  -17.70858  -19.80951  20.28732  -0.01
O  -15.09618  -23.25762  17.58394  -0.05
H  -15.58322  -24.07696  17.49609  0.00
H  -15.61779  -22.61555  17.10239  -0.04

Forces on atoms 1 to 6 (eV/Å):
C -0.822 -0.960 -4.328
C -1.396 0.043 0.631
O 0.885 -0.223 0.479
O 0.550 1.285 2.111
H 0.145 0.470 0.615
H -0.777 -0.491 0.019

Properties
* total charge: 0
* HOMO: -0.3275 Ha
* largest force on an atom: 7.29 eV Å⁻¹



Density functional theory data (the ωB97M-V functional and the def2-TZVPD basis) for 13 unconnected molecules or ions with the total composition C13H52N26O13 in a non-equilibrium geometry.

Each line ends with the Löwdin charge.
Element x y z (Å)
C  3.07025  -7.90746  6.53906  -0.77
O  2.37410  -8.10420  7.49148  0.06
N  2.52144  -7.39731  5.44405  0.13
N  4.37441  -8.03988  6.31969  0.15
H  1.52758  -7.44858  5.27165  0.11
H  3.07739  -6.92570  4.74506  0.10
H  4.89944  -8.59198  6.98274  0.11
H  4.73553  -7.75172  5.42155  0.10
C  4.22419  -4.16341  -8.49564  -0.79
O  4.30254  -5.35396  -8.60644  0.05
N  3.50589  -3.51153  -7.61290  0.15
N  4.61565  -3.30398  -9.41800  0.14
H  3.32228  -2.53548  -7.79650  0.10
H  2.98964  -4.04983  -6.93186  0.12
H  4.22005  -2.37585  -9.37137  0.10
H  5.16134  -3.71285  -10.16309  0.12
C  0.30613  8.85316  -3.23810  -0.80
O  0.76846  9.31530  -4.24613  0.05
N  -0.33533  9.57535  -2.39163  0.14
N  0.35038  7.64818  -2.72252  0.16
H  -0.36877  10.58203  -2.31698  0.12
H  -0.99167  9.15618  -1.74849  0.11
H  -0.04139  7.57997  -1.79411  0.10
H  0.54170  6.79827  -3.23357  0.12
C  1.81796  2.39586  -7.61155  -0.76
O  1.73546  2.48175  -6.38427  0.02
N  0.98771  2.71348  -8.54463  0.15
N  2.92395  2.00428  -8.23905  0.13
H  1.27539  2.86423  -9.50099  0.11
H  0.05064  3.01153  -8.31399  0.12
H  3.72616  1.99894  -7.62544  0.11
H  3.06651  2.09897  -9.23445  0.10
C  -0.18109  0.24171  0.27864  -0.73
O  -0.86282  0.19180  1.31932  -0.01
N  -0.24696  1.28176  -0.60159  0.14
N  0.67753  -0.67094  -0.08404  0.15
H  0.37563  1.13005  -1.38227  0.09
H  -0.74212  2.13178  -0.37274  0.11
H  0.98774  -0.77625  -1.03943  0.11
H  0.67465  -1.44142  0.56899  0.12
C  -6.34155  2.20344  8.54976  -0.78
O  -6.35741  3.26409  7.95365  0.03
N  -6.92667  1.85430  9.69977  0.15
N  -5.70360  1.20976  8.04954  0.15
H  -6.81865  0.95833  10.15328  0.11
H  -7.69763  2.45790  9.94756  0.11
H  -4.96984  1.34431  7.36866  0.12
H  -5.72456  0.25550  8.37977  0.11
C  3.43811  -7.68961  -1.98816  -0.82
O  3.10653  -6.50123  -2.10842  -0.01
N  3.33112  -8.50223  -3.01547  0.16
N  3.78047  -8.18983  -0.90934  0.18
H  3.31531  -9.48672  -2.79048  0.10
H  3.05986  -8.22594  -3.94831  0.12
H  4.07749  -9.14968  -0.80651  0.12
H  3.86725  -7.61531  -0.08319  0.14
C  -3.97428  -5.05362  5.29073  -0.84
O  -3.89918  -4.37477  6.32233  0.02
N  -4.02694  -6.30655  5.19847  0.16
N  -3.75805  -4.59427  4.13894  0.16
H  -4.11342  -6.82920  4.33855  0.12
H  -4.37790  -6.87963  5.95246  0.13
H  -3.71777  -5.18137  3.31810  0.12
H  -3.61543  -3.59564  4.08891  0.13
C  -2.41359  6.75426  3.39509  -0.76
O  -2.26642  6.76833  2.18676  0.03
N  -2.55037  5.64607  4.09318  0.15
N  -2.56394  7.80305  4.21887  0.14
H  -2.28295  4.77753  3.65246  0.12
H  -2.69756  5.66899  5.09214  0.11
H  -2.65541  8.65134  3.67836  0.11
H  -3.17118  7.58993  4.99727  0.10
C  -6.44431  7.33803  -2.94256  -0.72
O  -6.31766  8.49179  -3.21274  0.06
N  -7.54429  6.68238  -2.39536  0.13
N  -5.56219  6.46775  -3.45208  0.13
H  -7.58951  5.79657  -1.91223  0.09
H  -8.27278  7.35187  -2.19238  0.09
H  -5.46364  5.49926  -3.18295  0.10
H  -4.92819  6.92430  -4.09216  0.11
C  6.78528  -2.46749  3.12800  -0.77
O  5.80523  -3.21555  3.00801  0.00
N  7.79884  -2.40387  2.28747  0.15
N  7.02791  -1.77803  4.17574  0.16
H  7.94130  -3.02194  1.50147  0.12
H  8.59088  -1.79906  2.45169  0.10
H  6.37429  -1.76766  4.94566  0.13
H  7.97838  -1.47220  4.32800  0.11
C  7.37773  -0.48062  -4.37278  -0.76
O  7.85560  0.58834  -4.74446  0.02
N  6.15851  -0.75275  -3.85868  0.15
N  8.11234  -1.53535  -4.38273  0.15
H  5.98724  -1.56537  -3.28387  0.10
H  5.40164  -0.08474  -3.89047  0.11
H  9.07752  -1.36010  -4.62318  0.12
H  7.75665  -2.46297  -4.20079  0.11
C  -8.47650  1.70884  2.14551  -0.79
O  -9.51763  2.26333  2.43918  0.03
N  -8.38676  0.40865  1.97818  0.16
N  -7.48254  2.40759  1.70798  0.16
H  -7.49044  -0.01336  1.78172  0.10
H  -9.22287  -0.13881  1.83218  0.12
H  -6.62419  1.95714  1.42439  0.11
H  -7.47521  3.41028  1.82903  0.12

Forces on atoms 1 to 6 (eV/Å):
C -1.136 0.970 -0.785
O 0.029 -1.419 2.231
N -1.810 1.487 -3.425
N 2.429 -0.871 1.235
H 0.308 0.250 0.479
H -0.318 -0.236 0.052

Properties
* total charge: 0
* energy above the lowest of the compared OMol25 structures with the same formula, charge and spin: 267.32 kcal per mole
* HOMO: -0.3451 Ha
* largest force on an atom: 9.47 eV Å⁻¹